1.
13
Properties=species:S:1:pos:R:3:mulliken_charge:R:1 method="wB97M-V/def2-TZVPD" homo_lumo_gap_ev=8.276 smiles=Oc1cc(O)n(S)c1 charge=0 e_homo_ha=-0.2878
O 2.2942 0.1156 1.5621 -0.5231
C 1.1808 0.0204 0.7747 1.0194
C 0.1664 -0.9446 1.0430 -0.8478
C -0.7850 -0.7812 0.0791 0.4248
O -1.9489 -1.4287 -0.0812 -0.4697
N -0.4025 0.2569 -0.7680 -0.0175
S -1.2845 0.8056 -2.0802 -0.2071
C 0.8445 0.7400 -0.3230 -0.8485
H 2.8565 0.8015 1.2205 0.2925
H 0.1137 -1.6757 1.8436 0.3906
H -2.3548 -1.1922 -0.9266 0.2819
H -2.0352 1.7468 -1.4629 0.1619
H 1.3548 1.5357 -0.8811 0.3424

=====

2.
13
Properties=species:S:1:pos:R:3:mulliken_charge:R:1 method="wB97M-V/def2-TZVPD" homo_lumo_gap_ev=10.110 charge=0 e_homo_ha=-0.3627
C 0.8071 1.2160 -0.2231 -0.4955
C 0.7483 1.9247 0.9861 -0.3619
C 0.2277 0.0030 0.0159 0.8101
C -0.1347 -1.1011 -0.8925 -0.3805
N 0.2628 1.3370 2.0890 -0.4920
O -0.1058 -2.3347 -0.2894 -0.4291
O -1.6683 -0.7908 -1.3144 -0.4776
S -0.1806 -0.1989 1.7057 0.0568
H 1.1918 1.6819 -1.2294 0.2566
H 1.0644 2.8679 1.0154 0.5147
H 0.3288 -1.1062 -1.8282 0.3681
H -0.3865 -2.1887 0.5911 0.3173
H -2.1551 -1.3101 -0.6262 0.3129

=====

Relative energy of each structure, in kcal/mol: 1 0.0; 2 12.5.